C4H8N2 | ωB97M-V/def2-TZVPD

Its largest force on an atom is 1.543 eV Å⁻¹. As for the total charge: 0. The structure (SMILES) is CN(C)CC#N. For the energy above the lowest of the compared OMol25 structures with the same formula, charge and spin, the calculation gives 57.3 kcal/mol.

Each line ends with the Löwdin charge.
Positions of all 14 atoms, in Å:
C1 1.33 -0.28 -0.16  -0.140
N1 -0.05 0.14 -0.10  -0.251
C2 -0.07 1.61 -0.29  -0.100
C3 -1.12 -1.06 -0.23  -0.097
C4 -1.22 -1.29 1.21  -0.258
N2 -1.01 -1.17 2.34  0.137
H1 1.77 -0.11 -1.16  0.080
H2 1.42 -1.32 0.13  0.078
H3 1.97 0.30 0.54  0.086
H4 0.65 2.08 0.42  0.083
H5 -1.02 2.10 -0.07  0.075
H6 0.29 1.94 -1.28  0.074
H7 -0.79 -2.01 -0.72  0.118
H8 -2.14 -0.94 -0.66  0.115